Entry 1:
C27H23F3N4PtS2 | ωB97M-V/def2-TZVPD

```
60
C27H23F3N4PtS2 | OMol25 | ωB97M-V/def2-TZVPD
Pt -0.0763 0.1568 0.3511
S 1.6591 1.1170 2.2020
C 0.2002 1.6679 2.9231
C 0.1397 2.3570 4.1411
C -1.0886 2.7806 4.5971
C -2.2273 2.5170 3.8391
C -2.0861 1.8037 2.6625
N -0.9092 1.3903 2.2266
H 1.0442 2.5427 4.6960
H -1.1650 3.3154 5.5337
H -3.1975 2.8515 4.1690
H -2.9332 1.5468 2.0423
F -3.2697 -5.5837 0.8374
C -2.9041 -4.4313 0.2460
F -4.0313 -3.8961 -0.2507
F -2.1503 -4.7863 -0.8051
C -2.1877 -3.5151 1.1959
C -2.0311 -3.8462 2.5270
C -1.3623 -2.9685 3.3756
C -0.8817 -1.7882 2.8475
N -1.0223 -1.4696 1.5712
C -1.6571 -2.2983 0.7156
S -1.7341 -1.7743 -0.8948
H -2.4308 -4.7780 2.8940
H -1.2165 -3.2031 4.4145
H -0.3466 -1.0763 3.4601
N -3.3454 5.2234 -4.0723
C -2.8679 4.4708 -3.3509
C -2.2750 3.5370 -2.4725
C -1.0752 3.8369 -1.8281
C -0.5068 2.9122 -0.9695
C -1.0972 1.6643 -0.7663
C -2.3156 1.3974 -1.3863
C -2.9017 2.3143 -2.2363
H -0.5991 4.7946 -1.9948
H 0.4042 3.1925 -0.4519
H -2.8334 0.4649 -1.2168
H -3.8436 2.0926 -2.7145
C 4.5394 0.1695 -2.7006
N 3.7575 0.9417 -1.7672
C 4.0888 0.7327 -0.3846
C 2.3347 0.9402 -2.0267
C 1.7706 -0.4625 -1.8539
C 1.7271 -1.3307 -2.9363
C 1.5702 -2.6899 -2.7147
C 1.4736 -3.1859 -1.4240
C 1.4304 -2.3190 -0.3443
C 1.5075 -0.9402 -0.5652
H 5.5940 0.3890 -2.5429
H 4.2701 0.4596 -3.7148
H 4.3870 -0.9134 -2.5957
H 5.1591 0.5711 -0.2818
H 3.5517 -0.1371 0.0398
H 3.8021 1.6083 0.1981
H 2.1595 1.3039 -3.0427
H 1.8617 1.6130 -1.3025
H 1.8328 -0.9459 -3.9416
H 1.5708 -3.3679 -3.5542
H 1.4036 -4.2509 -1.2590
H 1.3296 -2.7169 0.6587
```

Properties
LUMO (alpha / beta)	0.002 / -0.107	Eh
energy above the lowest of the compared OMol25 structures with the same formula, charge and spin	36.6	kcal/mol
gap between HOMO and LUMO (alpha / beta)	7.63 / 5.18	eV
max |F|	0.019	hartree/bohr
⟨S²⟩	6.028
DFT total energy	-67397.5174	eV
spin multiplicity	5
HOMO energy (alpha / beta)	-7.57 / -8.08	eV

Entry 2:
C27H23F6O7SSbTeV | ωB97M-V/def2-TZVPD

```
67
C27H23F6O7SSbTeV | OMol25 | ωB97M-V/def2-TZVPD
V 2.3586 0.1715 -1.4307
O 4.7891 3.1842 -1.5803
C 3.9984 2.4887 -2.1070
O 3.7587 1.1900 -1.6363
C 3.0762 2.7972 -3.2582
C 2.8864 1.5572 -4.1421
C 2.1616 1.9110 -5.4315
C 0.7161 2.1526 -4.9350
C 0.8497 1.9105 -3.4402
O 1.8509 0.8369 -3.3834
C 1.6073 3.0503 -2.7468
C 1.4951 2.9258 -1.2325
O 1.4848 3.8246 -0.4550
O 1.4009 1.6228 -0.8459
H 3.4859 3.6531 -3.7890
H 3.7591 0.9205 -4.2531
H 2.6082 2.7835 -5.9046
H 2.2090 1.0834 -6.1346
H 0.3487 3.1563 -5.1407
H 0.0245 1.4388 -5.3763
H -0.0485 1.5816 -2.9280
H 1.2533 4.0407 -3.0230
Te 0.0285 -0.5385 1.4850
C 0.7754 1.1031 2.5507
C 0.1882 2.3598 2.4878
C 0.7556 3.3918 3.2198
C 1.8879 3.1612 3.9873
C 2.4592 1.8972 4.0390
C 1.9109 0.8503 3.3134
C -0.9037 -1.4981 3.0914
C -1.6428 -0.7580 4.0111
C -2.2248 -1.4211 5.0778
C -2.0558 -2.7957 5.2200
C -1.3105 -3.5172 4.2987
C -0.7303 -2.8725 3.2141
H -0.6821 2.5641 1.8783
H 0.3148 4.3783 3.1797
H 2.3358 3.9756 4.5402
H 3.3385 1.7210 4.6433
H 2.3645 -0.1310 3.3499
H -1.7526 0.3156 3.9132
H -2.8003 -0.8658 5.8058
H -2.5071 -3.3046 6.0611
H -1.1731 -4.5829 4.4212
H -0.1566 -3.4393 2.4926
O -5.9172 -4.5121 -1.4423
C -4.9730 -3.8207 -2.0744
O -4.6448 -4.0487 -3.1999
C -4.2513 -2.7251 -1.3283
C -3.8696 -2.8529 0.0166
C -3.1533 -1.8527 0.6179
C -2.8190 -0.6836 -0.1227
S -1.9535 0.6257 0.5662
C -3.2438 -0.5497 -1.4706
C -3.9085 -1.5805 -2.0718
H -6.1410 -4.1537 -0.5738
H -4.1234 -3.7446 0.5759
H -2.8690 -1.9231 1.6583
H -2.9995 0.3517 -2.0160
H -4.1805 -1.5457 -3.1179
F 0.7432 -0.5840 -1.5837
Sb 2.7618 -3.2295 0.7728
F 2.0401 -2.0595 2.1653
F 2.7023 -0.4456 0.1921
F 3.1075 -1.2019 -2.2178
F 2.0936 -4.7386 1.6806
F 1.1056 -2.9999 -0.1338
```

Properties
LUMO (alpha / beta)	-0.290 / -0.368	Eh
energy above the lowest of the compared OMol25 structures with the same formula, charge and spin	35.2	kcal/mol
gap between HOMO and LUMO (alpha / beta)	6.93 / 4.80	eV
total charge	+2
max |F|	0.011	hartree/bohr
⟨S²⟩	0.774
DFT total energy	-109351.7670	eV
spin multiplicity	2
HOMO energy (alpha / beta)	-14.83 / -14.83	eV